(1)
Entry from the OMol25 dataset: a 2-piece molecular cluster, C4H11NO2S overall at a distorted geometry (wB97M-V/def2-TZVPD).

Cartesian coordinates (Å):
N1 1.580 1.051 -0.080
C1 0.338 0.541 0.445
C2 -0.269 1.415 1.536
O1 -0.375 2.604 1.416
C3 -0.719 0.442 -0.673
C4 -0.210 -0.294 -1.897
S1 0.430 -1.981 -1.609
H1 1.450 2.044 -0.315
H2 2.300 1.043 0.640
H3 0.514 -0.443 0.884
H4 -0.592 0.936 2.485
H5 -1.669 0.102 -0.241
H6 -0.869 1.485 -0.961
H7 0.586 0.302 -2.338
H8 -0.975 -0.484 -2.643
H9 1.529 -1.676 -0.922
O2 -0.991 -2.751 1.554
H10 -0.884 -1.915 2.058
H11 -1.173 -2.423 0.660

Properties
- Total charge: 0
- SMILES string: N[C@@H](C=O)CCS.O
- Spin multiplicity: 1
- Kohn-Sham gap: 9.859 eV
- HOMO level: -9.3 eV
- LUMO level: 0.528 eV

(2)
Entry from the OMol25 dataset: a 2-piece molecular cluster, C4H11NO3 overall at a distorted geometry (wB97M-V/def2-TZVPD).

Cartesian coordinates (Å):
C1 -0.461 -1.086 -0.313
C2 -1.100 0.241 -0.695
C3 -1.174 1.226 0.547
O1 -1.614 2.489 0.284
N1 0.927 -1.100 0.008
C4 1.588 -2.420 0.270
O2 0.924 -3.311 0.994
H1 -0.632 -1.868 -1.076
H2 -1.150 -1.494 0.460
H3 -0.483 0.865 -1.353
H4 -2.131 0.076 -1.009
H5 -1.881 0.711 1.224
H6 -0.170 1.214 1.031
H7 1.192 -0.461 0.747
H8 2.596 -2.120 0.649
H9 1.863 -2.789 -0.773
H10 -0.316 2.973 -0.882
H11 1.140 2.643 -0.629
O3 0.609 3.343 -1.014

Properties
- Total charge: -2
- Spin multiplicity: 1
- Kohn-Sham gap: 6.668 eV
- HOMO level: 0.2 eV
- LUMO level: 6.893 eV

(3)
Entry from the OMol25 dataset: C4H11NO3 as an isolated structure at a distorted geometry (wB97M-V/def2-TZVPD).

Cartesian coordinates (Å):
C1 -0.005 -0.428 -0.950
C2 0.324 0.586 0.160
C3 1.377 0.113 1.138
C4 -1.433 0.456 1.001
N1 -0.960 -1.381 -0.402
O1 1.127 -1.137 -1.412
O2 -0.638 0.182 -2.037
O3 0.683 1.838 -0.442
H1 0.758 -1.777 -2.039
H2 -0.232 1.069 -2.065
H3 1.602 2.073 -0.217
H4 -1.833 -1.370 -0.921
H5 -0.580 -1.960 0.339
H6 2.369 0.039 0.662
H7 1.474 0.820 1.968
H8 1.135 -0.866 1.561
H9 -1.995 1.123 0.354
H10 -2.048 -0.352 1.397
H11 -1.124 0.973 1.906

Properties
- Total charge: 0
- Spin multiplicity: 1
- Kohn-Sham gap: 9.120 eV
- HOMO level: -8.4 eV
- LUMO level: 0.727 eV

(4)
Entry from the OMol25 dataset: a 2-piece molecular cluster, C4H11NO3 overall at a distorted geometry (wB97M-V/def2-TZVPD).

Cartesian coordinates (Å):
C1 1.207 0.822 -0.795
C2 1.041 0.388 0.659
O1 1.791 1.271 1.543
C3 -0.424 0.382 1.118
C4 -1.143 -0.806 0.480
N1 -1.032 -1.945 1.239
O2 -1.565 -0.884 -0.655
H1 0.347 1.431 -1.085
H2 1.973 1.591 -0.882
H3 1.501 -0.039 -1.399
H4 1.473 -0.553 0.992
H5 1.246 2.033 1.748
H6 -0.362 0.237 2.190
H7 -0.994 1.274 0.898
H8 -0.726 -1.960 2.189
H9 -1.602 -2.727 0.967
O3 -0.998 0.124 -3.334
H10 -0.840 -0.819 -3.504
H11 -0.894 0.180 -2.371

Properties
- Total charge: 0
- SMILES string: C[C@@H](O)CC(N)=O.O
- Spin multiplicity: 1
- Kohn-Sham gap: 10.953 eV
- HOMO level: -10.3 eV
- LUMO level: 0.619 eV

(5)
Entry from the OMol25 dataset: a 2-piece molecular cluster, C4H11NO3 overall at a distorted geometry (wB97M-V/def2-TZVPD).

Cartesian coordinates (Å):
C1 -0.046 0.642 -1.829
N1 0.236 0.221 -0.432
C2 0.973 1.213 0.347
C3 0.728 -1.110 -0.275
C4 -0.189 -2.036 0.429
O1 -1.385 -1.954 0.570
O2 0.263 -3.379 0.487
H1 -1.107 0.438 -1.994
H2 0.577 0.149 -2.612
H3 0.153 1.724 -1.937
H4 1.114 0.846 1.363
H5 1.943 1.296 -0.125
H6 0.413 2.180 0.374
H7 1.764 -1.138 0.074
H8 0.865 -1.592 -1.271
H9 -0.481 -3.794 0.952
O3 -2.128 2.063 2.263
H10 -2.196 2.821 1.661
H11 -1.499 1.410 1.956

Properties
- Total charge: 0
- SMILES string: CN(C)CC(=O)O.O
- Spin multiplicity: 1
- Kohn-Sham gap: 9.561 eV
- HOMO level: -9.0 eV
- LUMO level: 0.596 eV

(6)
Entry from the OMol25 dataset: a 3-piece molecular cluster, C4H11NO3 overall at a distorted geometry (wB97M-V/def2-TZVPD).

Cartesian coordinates (Å):
C1 -0.902 -0.182 0.380
C2 1.246 -0.562 -0.031
C3 0.827 0.495 -0.822
C4 -1.856 0.799 -0.263
N1 -1.335 -1.521 0.150
O1 -0.772 0.198 1.727
O2 1.869 -0.418 1.152
O3 2.637 0.426 -1.586
H1 -0.110 -0.358 2.162
H2 2.184 0.494 1.242
H3 3.226 1.143 -1.308
H4 1.253 -1.578 -0.401
H5 -2.323 -1.643 0.365
H6 -0.813 -2.208 0.681
H7 0.826 1.504 -0.436
H8 0.386 0.281 -1.781
H9 -2.850 0.693 0.192
H10 -1.952 0.611 -1.331
H11 -1.539 1.827 -0.094

Properties
- Total charge: 0
- Spin multiplicity: 1
- Kohn-Sham gap: 8.134 eV
- HOMO level: -7.6 eV
- LUMO level: 0.546 eV

(7)
Entry from the OMol25 dataset: a 2-piece molecular cluster, C4H11NO3 overall at a distorted geometry (wB97M-V/def2-TZVPD).

Cartesian coordinates (Å):
N1 -0.877 -1.198 -1.027
C1 0.038 -0.435 -0.160
C2 0.054 -1.263 1.216
O1 -1.265 -1.102 1.758
C3 1.423 -0.379 -0.629
C4 1.834 1.070 -1.019
O2 2.142 1.886 -0.204
H1 -0.933 -0.916 -1.984
H2 -0.815 -2.253 -0.836
H3 -0.489 0.529 -0.007
H4 0.718 -0.740 1.986
H5 0.236 -2.387 1.163
H6 -1.894 -1.507 1.109
H7 2.121 -0.866 0.016
H8 1.591 -1.010 -1.506
H9 1.846 1.459 -2.031
O3 -2.354 1.658 -0.049
H10 -2.756 1.683 0.848
H11 -1.776 0.898 -0.051

Properties
- Total charge: 0
- SMILES string: N[C@@H](CO)CC=O.O
- Spin multiplicity: 1
- Kohn-Sham gap: 10.402 eV
- HOMO level: -9.7 eV
- LUMO level: 0.742 eV

(8)
Entry from the OMol25 dataset: a 2-piece molecular cluster, C4H11NO3 overall at a distorted geometry (wB97M-V/def2-TZVPD).

Cartesian coordinates (Å):
N1 1.972 0.399 -1.663
C1 1.616 0.623 -0.232
C2 0.334 1.570 -0.027
C3 -0.980 0.755 -0.039
C4 -1.270 -0.096 1.134
O1 -1.945 -1.084 1.122
O2 -0.631 0.350 2.198
H1 2.044 1.260 -2.173
H2 1.404 -0.350 -2.109
H3 1.398 -0.391 0.225
H4 2.612 0.888 0.225
H5 0.364 2.139 0.887
H6 0.188 2.294 -0.813
H7 -1.859 1.460 -0.042
H8 -0.844 0.095 -0.979
H9 -0.694 -0.287 2.889
O3 -0.998 -3.273 -0.546
H10 -1.903 -3.010 -0.524
H11 -0.810 -3.341 0.467

Properties
- Total charge: 0
- SMILES string: NCCCC(=O)O.O
- Spin multiplicity: 1
- Kohn-Sham gap: 9.672 eV
- HOMO level: -9.1 eV
- LUMO level: 0.554 eV

(9)
Entry from the OMol25 dataset: a 2-piece molecular cluster, C4H11NO3 overall at a distorted geometry (wB97M-V/def2-TZVPD).

Cartesian coordinates (Å):
C1 -1.968 0.142 -0.580
C2 -1.330 0.458 0.758
C3 -0.835 -0.771 1.602
N1 -0.175 1.428 0.570
C4 0.795 1.081 -0.290
O1 1.041 -0.090 -0.573
O2 1.571 2.117 -0.646
H1 -2.867 -0.503 -0.265
H2 -1.206 -0.556 -1.199
H3 -2.329 0.967 -1.207
H4 -2.219 0.996 1.183
H5 0.128 -0.880 1.263
H6 -1.299 -1.766 1.446
H7 -0.661 -0.618 2.630
H8 -0.225 2.186 1.093
H9 2.326 1.783 -1.171
O3 3.121 -1.980 -1.912
H10 3.264 -2.778 -1.321
H11 2.870 -1.215 -1.382

Properties
- Total charge: 0
- SMILES string: CC(C)NC(=O)O.O
- Spin multiplicity: 1
- Kohn-Sham gap: 10.763 eV
- HOMO level: -10.1 eV
- LUMO level: 0.644 eV

(10)
Entry from the OMol25 dataset: a 2-piece molecular cluster, C4H11NO3 overall at a distorted geometry (wB97M-V/def2-TZVPD).

Cartesian coordinates (Å):
C1 -0.589 -1.757 -1.178
N1 0.102 -0.659 -0.445
C2 -0.540 0.647 -0.248
C3 -0.295 1.642 -1.409
C4 -0.196 1.344 1.074
O1 -1.057 2.111 1.480
O2 0.811 0.984 1.805
H1 -1.185 -1.452 -2.029
H2 0.229 -2.472 -1.281
H3 -1.290 -2.346 -0.519
H4 1.004 -0.528 -0.877
H5 -1.613 0.445 -0.131
H6 0.727 2.050 -1.342
H7 -0.233 1.170 -2.391
H8 -1.020 2.477 -1.249
H9 1.329 -0.030 1.630
O3 1.452 -1.299 2.057
H10 0.495 -1.354 2.171
H11 1.869 -0.972 2.882

Properties
- Total charge: 0
- SMILES string: CN[C@H](C)C(=O)O.O
- Spin multiplicity: 1
- Kohn-Sham gap: 9.175 eV
- HOMO level: -8.9 eV
- LUMO level: 0.316 eV

(11)
Entry from the OMol25 dataset: a 2-piece molecular cluster, C4H11NO3 overall at a distorted geometry (wB97M-V/def2-TZVPD).

Cartesian coordinates (Å):
O1 -1.557 2.016 -0.826
C1 -0.351 1.915 -0.851
C2 0.111 0.920 -1.943
C3 0.696 -0.323 -1.155
N1 -0.273 -0.737 -0.101
C4 0.174 -1.426 1.026
O2 0.570 -2.868 0.666
H1 0.369 2.526 -0.369
H2 1.047 1.166 -2.539
H3 -0.709 0.674 -2.576
H4 1.734 -0.041 -0.779
H5 0.847 -1.263 -1.772
H6 -1.221 -1.147 -0.281
H7 -0.562 -1.720 1.805
H8 1.079 -0.952 1.469
H9 -0.038 -3.436 1.085
O3 -0.671 1.462 2.711
H10 -0.259 0.952 2.028
H11 -0.986 2.281 2.402

Properties
- Total charge: 0
- SMILES string: O=CCCNCO.O
- Spin multiplicity: 1
- Kohn-Sham gap: 9.992 eV
- HOMO level: -9.3 eV
- LUMO level: 0.671 eV

(12)
Entry from the OMol25 dataset: C4H11NO3 as an isolated structure at a distorted geometry (wB97M-V/def2-TZVPD).

Cartesian coordinates (Å):
C1 0.347 0.453 0.030
C2 -2.110 1.693 0.213
C3 1.840 -2.117 -0.546
C4 0.326 0.626 1.515
N1 -0.360 -0.518 -0.656
O1 -0.962 1.493 -0.575
O2 0.882 -1.538 0.288
O3 -0.144 -0.551 -1.978
H1 -0.994 -0.839 -2.349
H2 1.161 0.905 -0.528
H3 -2.556 0.745 0.540
H4 -1.896 2.282 1.115
H5 -2.842 2.235 -0.395
H6 2.767 -1.527 -0.584
H7 2.056 -3.120 -0.158
H8 1.488 -2.254 -1.580
H9 0.210 1.680 1.763
H10 1.276 0.292 1.924
H11 -0.489 0.059 1.961

Properties
- Total charge: 0
- Spin multiplicity: 1
- Kohn-Sham gap: 9.343 eV
- HOMO level: -8.9 eV
- LUMO level: 0.393 eV

(13)
Entry from the OMol25 dataset: C4H11NO3 as an isolated structure at a distorted geometry (wB97M-V/def2-TZVPD).

Cartesian coordinates (Å):
C1 1.010 0.500 -0.972
C2 -2.207 1.138 -0.379
C3 1.012 -2.531 0.080
C4 -0.417 0.877 1.235
N1 0.276 -0.313 -0.183
O1 0.636 1.458 1.786
O2 -1.144 1.784 0.435
O3 1.139 -1.199 0.632
H1 1.630 -0.202 -1.513
H2 0.320 1.058 -1.528
H3 1.563 1.373 -0.589
H4 -3.146 1.584 -0.317
H5 -2.265 0.116 -0.161
H6 -1.795 1.138 -1.414
H7 0.821 -3.147 0.921
H8 1.957 -2.742 -0.462
H9 0.170 -2.429 -0.652
H10 -0.984 0.191 1.856
H11 1.424 1.347 1.226

Properties
- Total charge: 0
- Spin multiplicity: 3
- Kohn-Sham gap (alpha / beta): 5.472 / 8.399 eV
- HOMO level (alpha / beta): -4.6 / -9.8 eV
- <S²>: 2.0084
- LUMO level (alpha / beta): 0.889 / -1.397 eV

Summary of ΔE to the lowest compared entry with this formula, charge and spin in kcal/mol
24.8, 18.5, 82.8, 24.0, 47.1, 126.0, 71.9, 33.4, 32.9, 50.3, 74.4, 178.8, 14.4
(order as listed above)